DFT (wB97M-V/def2-TZVPD) results for a structure of composition C33H23F10GaN6O2SbSe4 in a non-equilibrium geometry.

Each line ends with the Mulliken charge.
Atoms and positions in Å:
Sb  0.659  -4.301  0.866  1.0771
Se  2.776  -5.202  1.879  -0.3011
Se  0.281  -5.375  -1.361  -0.3008
Se  0.935  -1.979  0.617  -0.2064
Se  -1.068  -5.265  2.169  -0.5535
Ga  1.192  0.590  0.576  -0.8272
F  7.040  2.549  -1.309  -0.3332
F  -0.928  3.078  -0.812  -0.4656
F  -0.560  4.667  -2.912  -0.3428
F  3.370  4.257  0.799  -0.4035
F  3.654  5.917  -1.239  -0.3308
F  4.506  -0.589  -3.727  -0.3353
F  1.734  6.121  -3.173  -0.3404
F  2.927  -0.940  -1.638  -0.2867
F  5.426  2.321  0.750  -0.4188
F  6.623  1.136  -3.617  -0.3340
O  -4.337  -5.207  0.796  -0.3641
O  0.976  0.779  -1.295  -0.6461
N  -4.862  -1.248  -3.105  -0.5335
N  -3.981  -0.482  -3.516  -0.5222
N  3.156  0.526  0.703  0.9998
N  -1.030  0.500  0.367  0.6307
N  1.041  2.551  1.040  1.0961
N  1.275  0.472  2.850  0.6564
C  2.538  5.184  -1.155  0.4016
C  0.483  -0.480  3.645  -1.0523
C  3.657  0.718  2.048  -0.5780
C  2.364  4.310  -0.093  0.3645
C  -2.745  -0.220  -2.815  0.0069
C  -3.628  0.072  -0.464  -0.9677
C  4.020  0.717  -0.340  0.1627
C  2.690  0.076  3.020  -1.2365
C  3.873  -0.005  -1.539  -0.3793
C  -3.460  -2.952  -1.875  -0.0196
C  -2.585  -0.001  -1.419  1.3274
C  -3.397  -3.948  -0.927  -0.3360
C  -1.661  -0.040  -3.640  -0.3562
C  -0.373  0.249  -3.166  -0.8857
C  4.712  0.142  -2.624  -0.2007
C  0.262  3.680  -0.936  -0.0562
C  -5.686  -3.507  -0.291  -0.5394
C  5.142  1.562  -0.328  0.5115
C  -5.748  -2.534  -1.283  -0.3348
C  1.573  5.286  -2.137  0.6080
C  -2.003  0.473  1.238  -0.0335
C  1.437  2.928  2.376  -0.6790
C  -4.642  -2.226  -2.053  -0.3395
C  -4.502  -4.217  -0.118  0.8322
C  1.242  3.485  0.048  -0.5329
C  6.004  1.706  -1.403  0.1538
C  5.794  1.004  -2.572  0.6696
C  -0.166  0.425  -1.816  0.6280
C  0.960  1.837  3.315  -1.1194
C  -5.367  -5.398  1.740  -0.9643
C  0.420  4.529  -2.012  0.3232
C  -3.340  0.286  0.852  -1.6816
C  -1.298  0.279  -0.942  -0.5235
H  4.616  0.199  2.178  0.7714
H  0.846  -0.495  4.679  0.3664
H  0.462  0.358  -3.844  0.5387
H  -4.123  0.323  1.596  0.4326
H  -5.648  -4.457  2.221  0.3876
H  -1.823  -0.165  -4.704  0.4058
H  0.564  -1.477  3.218  0.2364
H  -6.665  -1.980  -1.447  0.4515
H  -4.659  -0.012  -0.780  0.6588
H  -6.254  -5.847  1.282  0.3440
H  2.505  3.109  2.512  0.2890
H  -2.494  -4.528  -0.783  0.1986
H  -6.557  -3.707  0.313  0.4046
H  -0.129  1.897  3.372  0.4231
H  0.937  3.859  2.682  0.6182
H  3.000  0.269  4.056  0.3541
H  -4.968  -6.075  2.492  0.2430
H  2.715  -1.003  2.850  0.4554
H  -1.745  0.642  2.274  0.3651
H  3.843  1.760  2.311  0.1294
H  -0.565  -0.193  3.647  0.3817
H  -2.597  -2.756  -2.497  0.4192
H  1.363  1.988  4.325  0.3383

E, eV: -395103.9095
Total charge: -1
HOMO (spin up / spin down), eV: -5.11 / -5.11
Energy above the lowest of the compared OMol25 structures with the same formula, charge and spin, kJ/mol: 270.52
Strongest force on any atom, eV/A: 2.1
Orbital gap (spin up / spin down), Eh: 0.18116 / 0.18027

---

DFT (wB97M-V/def2-TZVPD) results for a structure of composition C33H23N6O9S2Sc in a non-equilibrium geometry.

Each line ends with the Mulliken charge.
Atoms and positions in Å:
Sc  0.102  0.149  -0.232  0.1398
S  -1.856  1.437  -2.769  1.8155
S  0.613  -0.660  -2.902  1.6707
O  -0.576  -1.159  -2.230  -0.5941
O  4.061  0.183  1.972  -0.8332
O  1.386  -1.718  -3.529  -0.7651
O  -0.830  4.179  1.730  -0.7957
O  1.404  0.254  -2.068  -0.3728
O  -0.911  1.283  -1.658  -0.1582
O  -2.490  2.748  -2.791  -0.8050
O  -2.821  0.370  -2.953  -0.7990
O  1.238  -1.542  -0.221  0.8629
N  2.014  0.721  1.000  0.5921
N  -2.252  -3.795  -0.098  -0.0790
N  -1.362  -1.864  0.502  1.0885
N  0.842  -1.157  2.459  0.1864
N  -2.448  1.296  0.399  0.4202
N  0.022  2.333  0.617  0.3504
C  -4.698  1.837  -0.210  -1.0313
C  1.031  1.430  -6.315  -0.5592
C  0.207  0.438  -4.285  -0.3225
C  2.738  -4.800  -0.431  -0.6231
C  1.497  4.098  -0.252  -0.4903
C  0.918  -3.258  3.603  -0.8378
C  -2.307  2.542  0.858  0.3873
C  1.106  0.448  -5.341  -0.7965
C  -3.278  -3.019  0.372  -0.9228
C  0.041  2.399  -6.241  -0.5097
C  2.372  1.943  0.451  0.2193
C  -0.869  2.376  -5.196  -0.4446
C  2.861  -0.008  1.713  -0.0560
C  -0.931  3.094  1.139  -0.1789
C  2.608  -3.439  -0.398  -1.0955
C  -4.598  3.083  0.388  -0.4690
C  2.770  4.469  -0.655  -0.7592
C  0.365  -5.050  -0.272  -1.1029
C  2.935  -2.225  2.886  -0.6920
C  -3.606  0.985  -0.168  -0.3402
C  3.646  2.347  0.064  -0.6911
C  -1.098  -3.071  0.008  -0.3207
C  -3.373  3.442  0.909  -0.8517
C  3.838  3.602  -0.494  -0.7304
C  0.196  -3.666  -0.206  1.1406
C  1.274  2.839  0.298  0.5234
C  2.170  -1.183  2.356  0.3563
C  1.338  -2.806  -0.284  0.0962
C  2.302  -3.281  3.506  -0.2851
C  -2.703  -1.846  0.754  -1.1313
C  1.613  -5.623  -0.377  -0.8577
C  -0.776  1.401  -4.216  -0.4818
C  0.247  -2.168  3.065  -0.1137
H  0.374  -4.064  4.079  0.3936
H  0.659  4.768  -0.388  0.4276
H  -0.832  -2.099  3.133  0.4751
H  2.930  5.447  -1.090  0.3382
H  -2.333  -4.695  -0.539  0.2136
H  4.471  1.664  0.198  0.4556
H  -4.296  -3.359  0.389  0.4383
H  -0.496  -5.704  -0.201  0.2894
H  -1.645  3.122  -5.102  0.5018
H  1.721  -6.701  -0.409  0.3565
H  1.863  -0.321  -5.360  0.5025
H  1.758  1.457  -7.116  0.3614
H  2.872  -4.106  3.918  0.3830
H  4.010  -2.171  2.796  0.4596
H  4.830  3.899  -0.812  0.3476
H  -5.442  3.764  0.413  0.3664
H  -3.161  -1.009  1.242  0.8533
H  3.470  -2.790  -0.445  0.4568
H  -3.188  4.416  1.337  0.4915
H  -0.004  3.186  -6.984  0.3588
H  -5.606  1.524  -0.702  0.4011
H  3.723  -5.250  -0.497  0.3972
H  -3.669  0.011  -0.636  0.7784

E, eV: -104341.7805
Total charge: -2
HOMO, eV: -1.58
Energy above the lowest of the compared OMol25 structures with the same formula, charge and spin, kJ/mol: 226.79
Strongest force on any atom, eV/A: 2.7
Orbital gap, Eh: 0.21512

---

DFT (wB97M-V/def2-TZVPD) results for a structure of composition C33H24Cl5IN3Ru in a non-equilibrium geometry.

Each line ends with the Löwdin spin population.
Atoms and positions in Å:
I  -1.443  -0.211  1.956  0.0024
Ru  0.757  0.215  0.275  0.0435
Cl  -0.009  1.305  -5.390  0.0533
Cl  -3.251  3.952  -2.044  0.0937
Cl  -0.301  -0.917  -3.078  0.0753
Cl  -1.991  2.670  0.395  -0.0164
Cl  -2.250  3.388  -4.908  -0.0206
N  1.377  -1.979  0.103  0.0033
N  2.321  -2.157  -0.701  0.0021
N  1.103  2.129  0.696  0.0038
C  -0.208  -0.682  3.567  -0.0006
C  -0.554  1.637  -3.791  0.2132
C  0.187  -3.397  1.692  0.0000
C  1.387  -3.009  1.121  0.0001
C  2.572  -4.628  2.417  0.0000
C  0.379  5.429  1.237  -0.0002
C  2.478  0.829  -3.608  -0.0009
C  2.464  -1.098  -1.580  0.0003
C  3.855  -1.261  2.902  -0.0001
C  -0.781  -1.023  4.755  0.0004
C  0.044  -1.415  5.831  -0.0002
C  1.777  0.131  -1.254  -0.0103
C  3.160  -0.432  1.999  0.0013
C  3.332  -1.509  4.138  0.0012
C  1.796  -0.214  2.109  0.0014
C  1.373  -5.033  2.994  0.0000
C  2.597  -3.568  1.527  0.0001
C  2.333  4.660  2.639  -0.0001
C  -2.002  2.802  -2.271  0.2838
C  2.651  5.132  0.181  -0.0001
C  1.388  -1.518  5.639  0.0003
C  3.221  -1.265  -2.686  -0.0012
C  1.358  3.216  0.941  -0.0010
C  1.192  -0.678  3.323  0.0006
C  1.579  1.044  -2.433  0.0234
C  1.978  -1.203  4.388  0.0001
C  1.680  4.618  1.252  -0.0002
C  0.185  -4.416  2.633  0.0000
C  -0.500  1.110  -1.262  0.1957
C  0.027  0.854  -2.665  0.0408
C  3.270  -0.245  -3.707  0.0046
C  -1.543  2.546  -3.580  -0.0028
C  -1.429  2.105  -1.164  0.0071
H  2.589  5.693  2.879  0.0000
H  2.033  -1.872  6.434  0.0000
H  4.907  -1.472  2.738  0.0000
H  1.651  4.285  3.402  0.0000
H  3.497  -5.115  2.700  0.0000
H  3.918  -0.383  -4.561  0.0004
H  2.484  1.583  -4.383  0.0002
H  3.667  -0.118  1.092  0.0002
H  2.931  6.159  0.420  0.0000
H  -0.097  5.393  0.257  0.0000
H  3.449  -3.407  0.882  0.0000
H  0.609  6.467  1.478  0.0000
H  1.365  -5.849  3.705  0.0000
H  -1.856  -1.004  4.875  0.0001
H  -0.328  5.047  1.972  -0.0001
H  3.556  4.525  0.147  0.0000
H  2.185  5.123  -0.805  0.0000
H  1.664  2.088  -2.110  0.0024
H  -0.732  -2.926  1.377  0.0000
H  -0.403  -1.661  6.786  0.0000
H  3.893  -2.051  4.890  0.0001
H  3.241  4.059  2.664  0.0000
H  3.768  -2.192  -2.808  -0.0002
H  -0.750  -4.733  3.077  0.0000

E, eV: -112371.5192
Total charge: 0
HOMO (spin up / spin down), eV: -6.89 / -7.52
Energy above the lowest of the compared OMol25 structures with the same formula, charge and spin, kJ/mol: 233.96
Spin multiplicity: 2
Strongest force on any atom, eV/A: 1.9
Orbital gap (spin up / spin down), Eh: 0.21430 / 0.23221